[1]
Computed, not measured: a 2-piece molecular cluster, C5H17N2 overall in a non-equilibrium geometry, with ωB97M-V with the def2-TZVPD basis set.

Last column: natural (NBO) charge in e.
Geometry (Å):
1 C 1.8943 -1.7174 -0.9701  -0.64
2 C 2.2626 -0.3367 -0.4474  -0.04
3 C 2.2252 0.7439 -1.5124  -0.63
4 N 1.2798 0.0252 0.6506  -0.69
5 H 1.9723 -2.4745 -0.1929  0.23
6 H 0.9034 -1.6911 -1.4232  0.23
7 H 2.5994 -2.0015 -1.7457  0.26
8 H 3.2364 -0.3420 0.0426  0.23
9 H 1.2052 0.8618 -1.8920  0.22
10 H 2.8483 0.4230 -2.3431  0.26
11 H 2.5502 1.7142 -1.1441  0.23
12 H 0.9378 -0.7872 1.1584  0.44
13 H 1.6423 0.6758 1.3539  0.45
14 H 0.4167 0.4270 0.2557  0.44
15 C -3.3961 -0.2611 0.0788  -0.62
16 C -2.2624 0.7065 0.3333  -0.20
17 N -1.9633 0.8116 1.7883  -0.83
18 H -4.2727 0.0270 0.6520  0.23
19 H -3.6510 -0.2459 -0.9821  0.22
20 H -3.1026 -1.2849 0.3092  0.21
21 H -1.3592 0.3639 -0.1938  0.10
22 H -2.5160 1.7124 0.0078  0.21
23 H -1.2085 0.2164 2.0850  0.33
24 H -1.7248 1.7450 2.0474  0.37

Results
calculated total energy = -309.95641 Ha
frontier orbital gap = 9.343 eV
charge = +1
E_HOMO = -12.9 eV

[2]
Computed, not measured: a 8-piece molecular cluster, C42H74N2O20 overall in a non-equilibrium geometry, with ωB97M-V with the def2-TZVPD basis set.

Last column: Mulliken charge in e.
Geometry (Å):
1 C -3.2754 -6.5453 -1.9239  -1.36
2 C -3.5995 -5.2788 -1.0637  0.44
3 C -2.7584 -5.2086 0.1705  -0.61
4 O -2.3894 -3.8547 0.1785  -0.23
5 C -2.6657 -3.2018 -0.9635  0.53
6 O -2.5746 -1.9707 -1.2602  -0.39
7 O -3.3284 -4.0901 -1.8039  -0.33
8 H -2.3297 -6.3262 -2.4197  0.33
9 H -4.1037 -6.6790 -2.6196  0.35
10 H -3.3211 -7.5155 -1.4292  0.38
11 H -4.6435 -5.1374 -0.7841  0.32
12 H -1.8672 -5.8169 0.3248  0.29
13 H -3.4162 -5.2810 1.0366  0.30
14 C 1.0104 -2.9479 -2.7851  -1.49
15 C 0.1020 -3.0806 -4.0355  1.00
16 C -0.3278 -1.7983 -4.6194  -0.32
17 O 0.1625 -1.7987 -5.9990  -0.36
18 C 0.8479 -2.9052 -6.1853  0.56
19 O 1.5081 -3.2962 -7.1930  -0.59
20 O 0.8182 -3.6661 -5.0649  -0.43
21 H 1.1466 -3.9466 -2.3702  0.55
22 H 0.7258 -2.2867 -1.9666  0.25
23 H 2.0047 -2.7524 -3.1867  0.52
24 H -0.8017 -3.6225 -3.7567  -0.01
25 H -0.3354 -0.8852 -4.0243  0.17
26 H -1.4127 -1.8887 -4.6737  0.22
27 C -0.8981 4.6183 1.0620  -1.13
28 C -0.7122 6.2323 0.8732  0.26
29 C -1.4952 7.0338 1.7858  -0.41
30 O -0.6857 7.9995 2.2299  -0.38
31 C 0.6583 7.6918 2.0723  0.64
32 O 1.6126 8.3405 2.4221  -0.51
33 O 0.6061 6.5219 1.2989  -0.40
34 H -0.3582 4.2364 1.9284  0.21
35 H -0.2686 4.1863 0.2840  0.29
36 H -1.9319 4.2750 1.0236  0.42
37 H -0.8068 6.4816 -0.1837  0.42
38 H -1.7810 6.4110 2.6335  0.28
39 H -2.4045 7.3696 1.2874  0.35
40 C 1.3190 -5.5125 2.8930  -1.28
41 C 2.3450 -6.7125 2.7013  0.46
42 C 1.6219 -7.9987 2.5744  -0.40
43 O 2.1077 -8.5698 1.4316  -0.35
44 C 2.6551 -7.6135 0.5552  0.66
45 O 2.9189 -7.7576 -0.6513  -0.55
46 O 2.9274 -6.5823 1.3249  -0.36
47 H 0.8543 -5.4634 1.9082  0.31
48 H 1.6830 -4.5226 3.1681  0.23
49 H 0.6738 -5.7326 3.7435  0.40
50 H 2.9845 -6.6984 3.5839  0.31
51 H 0.5582 -7.7715 2.6454  0.25
52 H 1.9280 -8.5600 3.4573  0.32
53 C 2.3176 1.8584 6.1094  -1.14
54 C 0.9982 2.6532 6.3777  0.51
55 C 1.3479 3.9491 7.0701  -0.53
56 O 0.5466 4.9057 6.4137  -0.34
57 C 0.2146 4.3456 5.2209  0.38
58 O -0.1682 4.9793 4.3093  -0.45
59 O 0.5220 3.0602 5.0605  -0.08
60 H 3.0908 2.5074 5.6981  0.35
61 H 2.2601 1.1597 5.2748  0.04
62 H 2.7676 1.3116 6.9380  0.43
63 H 0.4402 2.0970 7.1309  0.25
64 H 2.4133 4.1490 6.9554  0.25
65 H 1.0182 4.1379 8.0917  0.32
66 C 7.3681 -0.3811 -0.3744  -1.35
67 C 7.6439 0.7994 -1.2723  0.73
68 C 7.0766 2.1097 -0.7878  -0.28
69 O 8.2716 2.9388 -0.7728  -0.41
70 C 9.4336 2.2690 -1.1719  0.63
71 O 10.6237 2.6937 -1.2453  -0.55
72 O 9.0062 1.0096 -1.3904  -0.39
73 H 7.6396 -0.0794 0.6372  0.39
74 H 7.9651 -1.2556 -0.6332  0.41
75 H 6.3304 -0.6959 -0.2634  0.17
76 H 7.1639 0.5786 -2.2258  0.23
77 H 6.4577 2.2114 0.1037  0.19
78 H 6.4909 2.6259 -1.5485  0.23
79 C 0.7483 0.7267 2.3690  -1.64
80 C 0.5944 -0.3503 1.2925  2.15
81 C -0.0910 0.1955 -0.0367  -0.67
82 C 0.8733 1.0983 -0.8416  -0.90
83 C 2.1056 0.2628 -1.0532  -1.70
84 C 2.8276 -0.3707 0.1970  3.01
85 N 1.7950 -1.1075 1.0250  0.52
86 O 2.3818 -1.4532 2.2459  -0.57
87 C 3.5914 -1.5408 -0.3513  -2.41
88 C 3.7311 0.7066 0.8442  -1.56
89 C -0.4393 -1.3991 1.7458  -2.22
90 H 0.8840 0.2131 3.3208  0.31
91 H -0.1688 1.3157 2.3750  0.26
92 H 1.6122 1.3381 2.1086  0.34
93 H -0.3859 -0.6125 -0.7062  -0.33
94 H -0.9797 0.7365 0.2883  0.34
95 H 0.9585 2.0307 -0.2835  0.18
96 H 0.3760 1.3719 -1.7721  0.52
97 H 2.7653 0.9797 -1.5422  0.64
98 H 1.8056 -0.3805 -1.8803  0.26
99 H 2.8866 -2.3179 -0.6472  0.30
100 H 4.1498 -1.1586 -1.2059  0.51
101 H 4.1782 -2.0388 0.4205  0.49
102 H 4.7527 0.7659 0.4688  -0.32
103 H 3.2676 1.6570 0.5794  0.49
104 H 3.6967 0.6559 1.9325  0.32
105 H -0.0917 -1.9103 2.6436  0.39
106 H -0.7174 -2.0796 0.9409  0.34
107 H -1.4247 -0.9631 1.9100  0.40
108 H 2.7974 -2.2969 2.0533  0.38
109 C -5.7136 1.0286 -4.8016  -1.75
110 C -4.9635 1.7479 -3.6964  1.26
111 C -5.0313 3.3473 -3.6738  -1.22
112 C -4.4164 4.0534 -2.4758  -0.56
113 C -5.1206 3.5570 -1.1509  -1.20
114 C -5.3244 2.0061 -1.0617  1.90
115 N -5.5109 1.3389 -2.3510  0.46
116 O -5.7809 -0.0081 -2.2478  -0.32
117 C -4.0436 1.5319 -0.2246  -1.80
118 C -6.6078 1.7005 -0.1484  -1.88
119 C -3.4380 1.1722 -3.7067  -1.29
120 H -6.7986 1.0880 -4.7154  0.43
121 H -5.5285 -0.0425 -4.7211  0.39
122 H -5.3706 1.3951 -5.7692  0.41
123 H -4.5653 3.6771 -4.6024  0.50
124 H -6.0582 3.6931 -3.7925  0.41
125 H -4.6139 5.1221 -2.3927  0.41
126 H -3.3606 3.7874 -2.4245  0.28
127 H -5.9685 4.0611 -0.6872  0.53
128 H -4.4370 3.8365 -0.3492  0.29
129 H -3.1315 1.9208 -0.6774  0.18
130 H -4.0844 1.7102 0.8499  0.51
131 H -3.9588 0.4916 -0.5389  0.41
132 H -7.5236 1.5210 -0.7116  0.42
133 H -6.5343 0.8832 0.5690  0.36
134 H -6.8746 2.4903 0.5538  0.49
135 H -2.9633 1.4397 -4.6507  0.51
136 H -3.4544 0.1057 -3.4819  0.40
137 H -2.8383 1.5573 -2.8820  0.14
138 H -4.9920 -0.3471 -1.8185  0.38

Results
calculated total energy = -3258.52790 Ha
frontier orbital gap (alpha / beta) = 8.369 / 4.258 eV
2S+1 = 2
charge = +1
E_HOMO (alpha / beta) = -10.8 / -10.8 eV

[3]
Computed, not measured: a 2-piece molecular cluster, C5H13NO overall, with ωB97M-V with the def2-TZVPD basis set.

Last column: natural (NBO) charge in e.
Geometry (Å):
1 C -2.0268 0.2239 -1.2742  0.14
2 C -2.4303 0.4752 -0.0410  -0.52
3 O -1.8530 1.2109 -2.1969  -0.68
4 H -1.5093 0.8487 -3.0183  0.48
5 H -1.8158 -0.7861 -1.6100  0.16
6 H 0.9368 0.7985 -1.2394  0.19
7 H -0.1277 0.9019 0.8053  0.21
8 H -2.6468 1.4790 0.2776  0.21
9 H -2.5723 -0.3178 0.6672  0.21
10 C 0.9597 -0.5673 1.9091  -0.61
11 N 1.3880 -1.1798 -0.8825  -0.83
12 C 1.4721 0.2184 -0.4885  -0.22
13 C 0.9118 0.5832 0.9083  -0.43
14 H 0.4346 -1.5132 -0.7930  0.34
15 H 1.9678 -1.7423 -0.2775  0.35
16 H 2.5254 0.4949 -0.5464  0.18
17 H 1.4817 1.4276 1.2986  0.20
18 H 1.9740 -0.9482 2.0215  0.20
19 H 0.3111 -1.3840 1.5975  0.20
20 H 0.6189 -0.2234 2.8828  0.21

Results
calculated total energy = -328.25739 Ha
frontier orbital gap = 9.923 eV
structure (SMILES) = C=CO.CCCN
E_HOMO = -9.1 eV

[4]
Computed, not measured: C5H5N as an isolated structure in a non-equilibrium geometry, with ωB97M-V with the def2-TZVPD basis set.

Last column: natural (NBO) charge in e.
Geometry (Å):
1 C 1.0686 -0.1923 0.0934  -0.24
2 C -0.1908 -1.0294 0.2530  -0.30
3 C 0.1199 -0.2656 -1.0302  -0.05
4 N -0.7099 0.9120 -0.6240  -0.37
5 C 0.2343 1.0473 0.5160  -0.08
6 C -0.9786 0.2187 0.6703  -0.09
7 H 2.1141 -0.4554 0.1731  0.24
8 H -0.5350 -1.9508 -0.1634  0.25
9 H 0.2327 -0.7043 -2.0155  0.21
10 H 0.5050 2.0423 0.8423  0.22
11 H -1.8603 0.3774 1.2851  0.22

Results
calculated total energy = -248.07182 Ha
frontier orbital gap = 9.896 eV
E_HOMO = -8.7 eV

[5]
Computed, not measured: a 4-piece molecular cluster, C27H51N4O11 overall in a non-equilibrium geometry, with ωB97M-V with the def2-TZVPD basis set.

Last column: Mulliken charge in e.
Geometry (Å):
1 C 6.0240 -1.3280 0.8315  -1.34
2 C 5.9546 0.0366 0.1521  -0.06
3 N 6.1035 -0.0629 -1.3088  -0.85
4 N 4.8876 -0.3275 -1.9576  1.23
5 N 4.7508 -1.6081 -2.2636  -1.25
6 C 3.6621 -1.9648 -2.8830  -0.61
7 C 2.6262 -1.0719 -3.2391  0.64
8 C 1.4355 -1.6564 -3.9461  -1.28
9 C 0.2961 -0.7316 -4.3628  -1.03
10 C -0.8089 -0.6348 -3.2801  -0.89
11 C -1.1533 0.7558 -2.6978  -0.80
12 C -0.4804 0.9990 -1.3494  1.68
13 C -1.2208 1.9400 -0.3977  -1.26
14 C -0.4014 2.1432 0.8790  -0.51
15 C -0.5830 1.0233 1.9142  -0.59
16 O 0.7037 0.4742 2.2630  -0.52
17 C 1.2285 -0.3907 1.3724  0.87
18 C 0.4722 -1.6406 1.0432  -1.10
19 O 2.3114 -0.1749 0.9155  -0.54
20 C 2.8089 0.2526 -2.8792  0.83
21 C 3.9845 0.6288 -2.2173  -0.24
22 C 4.2261 2.0584 -1.8242  -0.97
23 N 3.1273 2.6658 -1.0966  -0.11
24 C 2.3822 3.6933 -1.8257  -0.81
25 H 6.3287 -1.2179 1.8689  0.43
26 H 5.0508 -1.8136 0.8369  0.22
27 H 6.7400 -1.9708 0.3293  0.36
28 H 6.7669 0.6631 0.5078  0.52
29 H 4.9992 0.4988 0.4061  0.15
30 H 6.5369 0.7413 -1.7360  0.39
31 H 3.5816 -3.0170 -3.1125  0.53
32 H 1.8442 -2.2104 -4.7919  0.59
33 H 1.0235 -2.4019 -3.2635  0.48
34 H 0.6481 0.2503 -4.6782  0.59
35 H -0.1551 -1.1777 -5.2460  0.41
36 H -1.7256 -1.0412 -3.7013  0.46
37 H -0.5365 -1.2960 -2.4582  0.43
38 H -0.8419 1.5118 -3.4171  0.40
39 H -2.2312 0.8081 -2.5681  0.43
40 H 0.5298 1.3888 -1.4887  -0.82
41 H -0.3834 0.0383 -0.8396  -0.35
42 H -1.4223 2.8926 -0.8882  0.45
43 H -2.1959 1.5027 -0.1772  0.44
44 H -0.6328 3.1027 1.3323  0.39
45 H 0.6483 2.1256 0.6097  0.14
46 H -1.0112 1.4104 2.8314  0.54
47 H -1.2585 0.2572 1.5421  0.17
48 H 0.7014 -2.4354 1.7472  0.45
49 H 0.8161 -1.9753 0.0687  0.24
50 H -0.5976 -1.4774 0.9940  0.32
51 H 2.0767 1.0112 -3.1115  0.38
52 H 5.1478 2.1664 -1.2622  0.47
53 H 4.3612 2.5961 -2.7658  0.41
54 H 2.5122 1.9626 -0.7088  -0.06
55 H 1.8684 4.3321 -1.1142  0.32
56 H 1.6133 3.2930 -2.4952  0.22
57 H 3.0649 4.3029 -2.4075  0.44
58 C -3.3605 -6.3641 -1.3761  -0.65
59 O -2.9036 -5.2917 -0.5428  -0.30
60 C -2.5915 -5.6660 0.6981  0.72
61 O -2.6529 -6.7822 1.1352  -0.53
62 O -2.1954 -4.5841 1.3723  -0.22
63 C -1.8314 -4.8455 2.7314  -0.51
64 H -3.5764 -5.9193 -2.3425  0.21
65 H -2.5888 -7.1238 -1.4799  0.31
66 H -4.2627 -6.8104 -0.9643  0.30
67 H -0.9957 -5.5411 2.7795  0.35
68 H -2.6741 -5.2440 3.2914  0.37
69 H -1.5350 -3.8892 3.1548  -0.07
70 C 0.8015 -1.7474 4.8139  -0.06
71 O 0.0026 -1.7462 5.9956  -0.33
72 C -1.2080 -1.2186 5.8161  0.79
73 O -1.6343 -0.7849 4.7739  -0.54
74 O -1.8594 -1.2589 6.9704  -0.35
75 C -3.1862 -0.7223 6.9283  -0.62
76 H 1.7519 -2.2037 5.0750  0.32
77 H 0.3176 -2.3354 4.0348  -0.19
78 H 0.9683 -0.7327 4.4607  0.21
79 H -3.8030 -1.2821 6.2284  0.28
80 H -3.1648 0.3279 6.6455  0.29
81 H -3.5801 -0.8266 7.9339  0.22
82 C -6.1901 3.3247 -1.5783  -0.60
83 O -6.2244 4.6407 -1.0231  -0.32
84 C -5.0353 5.2228 -0.8996  0.84
85 O -3.9764 4.7364 -1.2091  -0.56
86 O -5.2152 6.4310 -0.3778  -0.32
87 C -4.0157 7.1856 -0.1875  -0.61
88 H -7.2220 2.9904 -1.6145  0.23
89 H -5.7715 3.3432 -2.5827  0.29
90 H -5.6072 2.6575 -0.9459  0.26
91 H -3.5143 7.3537 -1.1384  0.29
92 H -3.3456 6.6724 0.4994  0.28
93 H -4.3260 8.1339 0.2391  0.22

Results
calculated total energy = -2105.79174 Ha
frontier orbital gap = 8.272 eV
charge = +1
E_HOMO = -12.1 eV

[6]
Computed, not measured: a 2-piece molecular cluster, C5H11NO overall in a non-equilibrium geometry, with ωB97M-V with the def2-TZVPD basis set.

Last column: natural (NBO) charge in e.
Geometry (Å):
1 C -2.6142 -0.4901 1.1141  -0.47
2 N -2.2397 -0.1148 -0.2220  -0.35
3 C -0.9003 0.1932 -0.3941  -0.09
4 C 0.2244 -0.8558 -0.0391  -0.54
5 C 1.6092 -0.3161 -0.1560  0.57
6 O 1.8672 0.6092 0.5260  -0.43
7 C -0.6510 0.7853 -1.8028  -0.62
8 H -2.0639 -1.3511 1.5540  0.18
9 H 6.4767 0.8688 1.3134  0.00
10 H -2.4247 0.2596 1.9016  0.19
11 H -3.6572 -0.8021 1.0893  0.21
12 H -0.5813 1.0270 0.3113  0.18
13 H 0.0751 -1.2406 0.9881  0.26
14 H 0.0138 -1.6657 -0.7351  0.24
15 H 6.6136 0.2756 0.8954  0.00
16 H 0.0979 0.2378 -2.3777  0.20
17 H -1.5926 0.7899 -2.3416  0.24
18 H -0.2529 1.7899 -1.6246  0.22

Results
calculated total energy = -326.87277 Ha
frontier orbital gap = 5.083 eV
E_HOMO = -7.4 eV

Question: Which of these has the lowest calculated total energy?
Answer: C42H74N2O20